[1]
C5H13ClN2 | ωB97M-V/def2-TZVPD

Computed properties:
Calculated total energy: -767.94058 Eh
Net charge: 0
M: 136.626 g/mol
ΔE to the lowest compared entry with this formula, charge and spin: 0.0 kcal per mole
SMILES: CC[C@](N)(Cl)N(C)C
Spin multiplicity: 1
F_max: 6.64 eV/A

Atoms and positions in Å:
C 0.282 2.259 -0.440
C 0.358 1.325 0.822
C 0.453 -0.171 0.488
N 1.078 -1.049 1.596
Cl 1.861 -0.291 -0.808
N -0.629 -0.862 -0.008
C -1.530 -0.043 -0.902
C -0.477 -2.279 -0.293
H -0.647 2.188 -1.024
H 1.130 1.954 -1.105
H 0.658 3.266 -0.124
H 1.190 1.518 1.338
H -0.592 1.410 1.389
H 1.223 -0.434 2.389
H 1.977 -1.366 1.256
H -2.355 -0.687 -1.419
H -1.892 0.728 -0.377
H -0.832 0.309 -1.787
H -1.414 -2.708 0.106
H -0.317 -2.655 -1.400
H 0.476 -2.413 0.303


[2]
C38H34CrN8O2PS | ωB97M-V/def2-TZVPD

Computed properties:
Calculated total energy: -3840.57790 Eh
Net charge: +2
M: 749.781 g/mol
ΔE to the lowest compared entry with this formula, charge and spin: 0.0 kcal per mole
Spin multiplicity: 4
F_max: 1.05 eV/A

Atoms and positions in Å:
Cr -0.359 -0.518 -0.491
C 1.201 -1.184 3.472
C 0.995 -0.890 2.031
N -0.188 -0.868 1.506
N -1.233 -1.087 2.345
C -2.371 -1.251 1.700
N -3.471 -1.426 2.433
S -2.539 -1.299 -0.034
C 2.089 -0.649 1.070
C 3.433 -0.757 1.386
C 4.382 -0.610 0.387
C 3.968 -0.359 -0.911
C 2.617 -0.245 -1.152
N 1.696 -0.368 -0.189
H 0.583 -2.035 3.757
H 0.854 -0.341 4.075
H 2.242 -1.386 3.709
H -3.408 -1.434 3.437
H -4.359 -1.578 1.989
H 3.734 -0.971 2.401
H 5.436 -0.703 0.619
H 4.677 -0.251 -1.721
H 2.248 -0.042 -2.150
O 2.748 -6.608 2.938
C 2.866 -6.518 1.601
O 3.560 -7.273 0.992
C 2.113 -5.410 0.906
C 0.926 -4.867 1.386
C 0.269 -3.873 0.677
C 0.800 -3.438 -0.529
C 1.978 -3.987 -1.026
C 2.629 -4.973 -0.308
N 0.141 -2.395 -1.261
C -0.086 -2.545 -2.502
C -0.651 -1.371 -3.214
C -1.166 -1.434 -4.576
C -1.649 -0.346 -5.196
C -1.664 0.994 -4.533
C -1.359 0.830 -3.037
N -0.672 -0.310 -2.491
H 2.192 -5.912 3.305
H 0.475 -5.239 2.300
H -0.679 -3.482 1.023
H 2.390 -3.627 -1.964
H 3.538 -5.426 -0.680
H 0.106 -3.490 -3.006
H -1.125 -2.391 -5.085
H -1.982 -0.419 -6.227
H -1.037 1.694 -5.092
H -0.919 1.733 -2.628
N -2.090 3.132 -0.346
P -0.953 2.002 0.341
C 0.531 3.069 0.201
C 0.745 4.172 1.033
C 1.832 5.007 0.822
C 2.710 4.764 -0.228
C 2.488 3.695 -1.082
C 1.402 2.857 -0.865
C -1.373 2.062 2.105
C -0.376 1.997 3.080
C -0.710 2.082 4.422
C -2.041 2.224 4.798
C -3.038 2.257 3.833
C -2.707 2.174 2.486
C -2.769 2.714 -1.474
C -2.951 3.590 -2.657
C -3.094 3.053 -3.872
C -3.059 1.564 -4.101
C -2.883 0.835 -2.734
N -3.061 1.473 -1.477
H -1.937 4.116 -0.172
H 0.070 4.375 1.856
H 1.995 5.852 1.480
H 3.557 5.419 -0.388
H 3.152 3.521 -1.921
H 1.205 2.048 -1.556
H 0.665 1.910 2.787
H 0.067 2.056 5.177
H -2.298 2.327 5.845
H -4.075 2.358 4.128
H -3.484 2.201 1.731
H -2.994 4.664 -2.514
H -3.282 3.695 -4.726
H -3.899 1.242 -4.720
H -3.313 -0.168 -2.734


[3]
H33O16 | ωB97M-V/def2-TZVPD

Computed properties:
Calculated total energy: -1223.22469 Eh
Net charge: +1
M: 289.248 g/mol
ΔE to the lowest compared entry with this formula, charge and spin: 157.5 kcal per mole
Spin multiplicity: 1
F_max: 14.24 eV/A

Atoms and positions in Å:
O 4.284 3.294 0.343
H 3.986 3.207 -0.628
H -1.399 -4.021 0.608
O -0.192 0.971 3.845
H 2.958 1.909 1.478
H 1.966 -2.294 1.526
O 2.039 1.675 1.856
H -0.068 0.167 0.683
H 5.046 -2.467 -1.422
O -0.259 1.098 1.346
H -0.435 1.162 2.526
H -5.365 -1.696 -2.236
O -1.856 2.595 -2.185
H -0.858 1.464 4.211
H -1.160 3.277 -2.617
O 1.315 -1.886 4.616
H 1.092 -2.609 4.008
H 3.589 -2.620 -0.840
O -2.235 -0.568 0.485
H -1.369 2.388 -4.284
H -3.111 -0.206 0.584
O 0.671 -2.541 -4.182
H -1.505 -2.805 1.586
H 0.161 -2.767 -4.919
O 4.387 -2.970 -1.091
H 4.498 4.254 0.335
O 2.719 -1.623 1.432
H -0.316 -0.366 -1.349
H 3.543 -2.137 1.511
O 0.064 -0.597 -0.421
H 0.679 -1.304 -0.335
H -2.600 -1.232 -2.111
O -2.169 3.689 2.180
H 0.561 1.680 1.444
H -1.630 -1.991 -3.049
O -5.000 -1.157 -2.834
H -5.296 -0.273 -3.075
H -1.820 3.126 1.722
O -1.666 -1.448 -2.176
H -3.052 3.832 1.932
H 2.266 -1.625 4.242
O -1.030 -3.618 1.416
H -2.707 2.692 -2.623
H 2.333 1.475 2.892
O -0.975 3.199 -4.261
H 1.385 -3.132 -4.049
H 0.086 0.145 4.320
H -2.161 -1.112 -0.292
H -0.087 2.964 -4.728


[4]
C76H151N13O16P2 | ωB97M-V/def2-TZVPD

Computed properties:
Calculated total energy: -5583.80927 Eh
Net charge: +4
M: 1565.067 g/mol
Spin multiplicity: 1
F_max: 4.53 eV/A

Atoms and positions in Å:
C 3.575 -1.720 2.015
C 4.998 -1.907 2.517
C 6.091 -1.480 1.550
C 7.479 -1.974 1.992
P 8.708 -2.311 0.696
C 8.134 -3.762 -0.250
C 7.622 -4.843 0.655
C 7.550 -6.076 -0.227
C 8.877 -6.664 -0.619
C 8.790 -0.804 -0.238
C 9.918 -0.709 -1.325
C 9.741 0.576 -2.185
C 8.544 0.416 -3.102
C 10.362 -2.612 1.406
C 10.826 -1.467 2.323
C 11.891 -1.880 3.323
C 12.273 -0.822 4.320
H 3.418 -2.391 1.190
H 3.375 -0.642 1.853
H 2.862 -1.995 2.820
H 5.238 -2.991 2.601
H 5.213 -1.355 3.468
H 6.150 -0.398 1.491
H 5.879 -1.866 0.545
H 7.485 -2.928 2.547
H 7.975 -1.339 2.740
H 9.120 -3.976 -0.696
H 7.393 -3.465 -0.991
H 6.619 -4.611 0.994
H 8.313 -5.041 1.506
H 7.075 -5.739 -1.171
H 6.886 -6.758 0.231
H 8.732 -7.654 -1.050
H 9.548 -6.712 0.202
H 9.327 -6.055 -1.398
H 8.929 -0.043 0.552
H 7.825 -0.657 -0.678
H 9.864 -1.562 -1.986
H 10.912 -0.579 -0.907
H 10.658 0.646 -2.848
H 9.752 1.460 -1.556
H 8.412 -0.628 -3.399
H 8.632 1.043 -3.989
H 7.595 0.667 -2.613
H 10.961 -2.849 0.500
H 10.271 -3.511 2.010
H 9.984 -1.045 2.839
H 11.214 -0.657 1.665
H 12.760 -2.221 2.763
H 11.541 -2.787 3.833
H 13.133 -0.278 3.986
H 12.511 -1.307 5.253
H 11.406 -0.125 4.538
C -10.728 -0.969 6.154
C -10.423 -0.284 4.817
C -9.904 -1.212 3.728
C -8.873 -2.246 4.180
P -7.125 -1.623 4.318
C -6.828 -0.639 2.800
C -7.299 0.812 2.859
C -7.346 1.330 1.387
C -8.513 0.712 0.634
C -6.968 -0.745 5.861
C -5.549 -0.467 6.378
C -4.845 0.568 5.577
C -3.535 1.014 6.324
C -6.057 -3.014 4.362
C -5.998 -3.802 3.093
C -4.668 -4.640 2.967
C -4.491 -5.650 4.041
H -11.257 -0.272 6.782
H -9.827 -1.318 6.685
H -11.344 -1.884 5.970
H -9.621 0.489 4.981
H -11.302 0.293 4.429
H -9.570 -0.687 2.828
H -10.731 -1.837 3.386
H -8.828 -3.094 3.420
H -9.259 -2.770 5.075
H -7.411 -1.241 2.034
H -5.773 -0.693 2.503
H -6.665 1.428 3.490
H -8.346 0.897 3.255
H -6.410 1.089 0.874
H -7.371 2.414 1.397
H -9.451 1.059 0.993
H -8.443 -0.404 0.651
H -8.523 1.012 -0.396
H -7.516 -1.371 6.559
H -7.686 0.071 5.814
H -5.091 -1.462 6.338
H -5.652 -0.190 7.378
H -5.487 1.474 5.535
H -4.688 0.162 4.564
H -2.791 1.593 5.797
H -3.093 0.053 6.632
H -3.826 1.550 7.223
H -6.349 -3.518 5.287
H -5.046 -2.515 4.498
H -6.140 -3.226 2.211
H -6.842 -4.521 3.027
H -3.848 -3.933 2.972
H -4.718 -5.111 1.972
H -3.613 -6.288 3.859
H -5.371 -6.323 4.229
H -4.397 -5.112 4.977
C 1.287 2.947 1.533
C 1.305 3.416 2.930
N 2.130 2.587 3.833
C 3.401 2.770 4.415
C 3.751 1.650 5.045
N 2.662 0.762 4.948
C 1.715 1.342 4.206
C 2.727 -0.693 5.336
H 0.618 3.538 0.872
H 0.882 1.947 1.452
H 2.247 3.008 1.010
H 0.294 3.408 3.394
H 1.665 4.444 3.081
H 3.978 3.635 4.371
H 4.610 1.320 5.677
H 0.695 1.012 3.931
H 1.896 -1.236 4.889
H 2.723 -0.805 6.451
H 3.725 -0.964 4.964
C -0.738 -3.502 2.120
C -0.635 -4.903 1.596
N -1.631 -5.245 0.453
C -2.751 -4.491 0.037
C -3.331 -5.178 -0.979
N -2.558 -6.331 -1.155
C -1.571 -6.297 -0.241
C -2.565 -7.286 -2.286
H 0.168 -3.310 2.671
H -1.431 -3.373 2.951
H -0.934 -2.718 1.414
H -0.880 -5.625 2.432
H 0.358 -5.087 1.171
H -2.879 -3.513 0.487
H -4.223 -4.980 -1.549
H -0.844 -7.094 -0.188
H -1.674 -7.856 -2.179
H -2.443 -6.691 -3.194
H -3.411 -7.952 -2.333
C -2.407 -3.346 -5.511
C -1.064 -3.142 -4.865
N -0.081 -2.641 -5.769
C 0.045 -1.272 -6.173
C 1.370 -1.097 -6.409
N 2.023 -2.245 -6.067
C 1.153 -3.154 -5.725
C 3.509 -2.370 -6.280
H -3.005 -3.865 -4.768
H -2.280 -3.889 -6.454
H -2.797 -2.373 -5.755
H -0.735 -4.146 -4.573
H -1.076 -2.577 -3.962
H -0.723 -0.527 -6.157
H 1.825 -0.201 -6.773
H 1.397 -4.153 -5.445
H 3.705 -1.556 -7.011
H 3.781 -3.333 -6.770
H 4.026 -2.224 -5.295
C 3.281 0.635 -1.902
C 2.203 -0.455 -2.035
N 0.841 0.172 -1.981
C 0.457 1.195 -2.923
C -0.889 1.252 -2.932
N -1.325 0.244 -2.030
C -0.271 -0.279 -1.429
C -2.678 -0.015 -1.504
H 3.438 1.130 -2.873
H 4.244 0.138 -1.630
H 3.067 1.339 -1.127
H 2.210 -1.255 -1.287
H 2.244 -0.837 -3.022
H 1.207 1.719 -3.510
H -1.644 1.927 -3.306
H -0.418 -1.136 -0.758
H -2.677 -0.113 -0.420
H -2.983 -0.966 -1.880
H -3.329 0.815 -1.695
C -7.196 6.572 1.184
C -5.752 7.022 1.317
N -4.927 6.046 2.084
C -5.043 5.653 3.471
C -4.170 4.693 3.709
N -3.552 4.397 2.501
C -4.030 5.188 1.519
C -2.536 3.397 2.314
H -7.222 5.662 0.578
H -7.807 7.328 0.721
H -7.584 6.349 2.172
H -5.696 7.871 2.025
H -5.163 7.200 0.403
H -5.653 6.121 4.182
H -3.983 4.172 4.607
H -3.881 5.231 0.457
H -2.762 2.549 2.939
H -1.595 3.867 2.588
H -2.445 3.088 1.276
C 1.616 5.095 -2.716
C 0.461 5.451 -3.599
N 0.676 6.573 -4.587
C 0.196 7.915 -4.513
C 0.739 8.562 -5.576
N 1.415 7.636 -6.334
C 1.358 6.440 -5.701
C 2.182 7.873 -7.582
H 2.432 4.800 -3.312
H 1.351 4.373 -1.974
H 1.896 5.930 -2.065
H -0.421 5.769 -3.025
H 0.190 4.626 -4.232
H -0.344 8.321 -3.643
H 0.871 9.614 -5.729
H 1.809 5.483 -6.017
H 3.258 7.868 -7.448
H 1.802 8.788 -8.065
H 1.989 7.060 -8.273
C -1.838 3.280 -6.774
C -3.043 3.982 -7.140
O -3.739 3.950 -8.117
N -3.656 5.071 -6.173
H -3.261 5.144 -5.193
H -3.535 6.020 -6.520
C -5.156 4.807 -6.071
H -1.695 2.669 -7.644
H -2.065 2.790 -5.803
H -0.932 3.952 -6.654
H -5.267 4.072 -5.312
H -5.498 4.661 -7.079
H -5.540 5.733 -5.695
O -3.594 5.806 -3.639
C -3.556 4.874 -2.637
O -3.925 5.399 -1.557
O -3.232 3.765 -2.945
H -3.631 6.626 -3.069
O 1.032 -4.089 -0.796
C 0.447 -3.502 -1.862
O 1.090 -3.486 -2.986
O -0.719 -3.040 -1.691
H 1.982 -3.943 -0.900
O 2.433 1.628 -5.185
C 1.867 2.937 -5.475
O 0.635 2.881 -5.516
O 2.678 3.855 -5.790
H 3.353 1.699 -5.442
O 4.004 -2.994 -3.133
C 4.499 -2.741 -1.875
O 5.572 -2.130 -1.696
O 3.742 -3.149 -0.919
H 3.077 -3.202 -3.033
O -2.259 -0.916 3.959
C -2.050 0.134 2.895
O -1.033 0.867 3.150
O -2.933 0.092 2.026
H -1.622 -0.715 4.677


[5]
C14H12BrIN7OPt | ωB97M-V/def2-TZVPD

Computed properties:
Calculated total energy: -3989.11670 Eh
Net charge: +3
M: 696.184 g/mol
ΔE to the lowest compared entry with this formula, charge and spin: 47.0 kcal per mole
Spin multiplicity: 1
F_max: 3.48 eV/A

Atoms and positions in Å:
Pt 0.683 -0.343 -0.383
N 1.957 0.772 2.682
C 1.245 -0.343 2.820
N 1.064 -0.835 4.017
C 0.376 -1.970 4.166
N 0.151 -2.455 5.359
N -0.093 -2.663 3.084
C 0.106 -2.144 1.925
N 0.721 -0.954 1.707
C -0.300 -2.898 0.724
C -0.907 -4.137 0.797
C -1.168 -4.827 -0.381
C -0.823 -4.256 -1.597
C -0.245 -2.996 -1.602
N 0.005 -2.350 -0.464
H 2.376 1.184 3.502
H 2.215 1.136 1.785
H 0.506 -1.985 6.178
H -0.366 -3.312 5.473
H -1.154 -4.537 1.769
H -1.624 -5.808 -0.349
H -0.984 -4.770 -2.533
H 0.028 -2.510 -2.529
Br 2.197 3.282 -2.758
C 0.484 3.982 -2.744
C 0.167 4.974 -3.712
C -1.088 5.520 -3.746
C -2.059 5.087 -2.832
C -1.753 4.110 -1.844
C -0.503 3.571 -1.806
I -0.095 2.237 -0.169
H 0.923 5.293 -4.419
H -1.326 6.281 -4.478
H -3.061 5.498 -2.871
H -2.518 3.814 -1.136
O 2.925 -0.053 -1.837
N 1.938 -0.596 -1.799